[1]
150
Properties=species:S:1:pos:R:3 method="wB97M-V/def2-TZVPD" total_energy_ha=-2863.2097 molar_mass_g_mol=892.143 e_homo_ev=-4.7 max_force_ev_per_a=4.194 orbital_gap_ev=6.6 spin_multiplicity=1 charge=-1
C 5.3505 1.5496 -0.0187
C 6.1051 0.2782 -0.5086
C 5.4867 -1.0577 -0.0405
C 4.0311 -1.2933 -0.5075
P 3.8726 -2.1324 -2.2242
C 2.6568 -0.7626 -2.7653
C 1.2877 -0.7862 -2.0325
C 0.5884 0.5973 -2.2659
C -0.8938 0.6103 -1.8067
C -0.9659 1.0658 -0.3148
C -0.8671 -0.2056 0.6028
C -1.7958 -0.0367 1.8447
C -1.5276 -1.2588 2.7826
C -0.1864 -0.9747 3.5623
C -0.2370 -1.8489 4.8747
O 0.9117 -2.6909 4.9250
C 0.8357 -3.7324 3.9738
C 3.9729 -2.7187 -4.1026
C 4.7662 -1.7813 -4.9823
O 5.8957 -1.6399 -4.9263
I 3.7478 -0.5931 -6.5564
O 5.0112 -3.4010 -1.8809
C 4.4153 -4.6490 -1.6658
C 2.8993 -4.4180 -1.3059
C 2.6918 -4.6520 0.2253
C 3.8862 -4.2556 1.1403
C 4.7589 -5.4644 1.6198
C 6.2371 -5.0348 1.7016
O 6.9000 -5.2986 0.4668
C 8.1694 -4.6706 0.4563
C 1.9511 -5.4721 -2.0254
O 1.0038 -4.8825 -2.8980
C -0.1871 -4.4899 -2.2356
C -1.1460 -5.6440 -1.9063
O 2.5491 -3.1652 -1.8042
H 4.8183 1.9888 -0.8769
H 5.9815 2.2763 0.5039
H 4.5472 1.2265 0.6663
H 6.2749 0.2995 -1.5940
H 7.1204 0.3215 -0.0669
H 5.4630 -1.0111 1.0704
H 6.1829 -1.8709 -0.2940
H 3.4732 -1.9043 0.2275
H 3.5281 -0.3123 -0.4801
H 4.9782 -1.2646 -2.5841
H 3.0845 0.2429 -2.5917
H 2.4106 -0.7778 -3.8429
H 1.3926 -0.8793 -0.9403
H 0.6261 -1.5937 -2.3761
H 0.6049 0.7440 -3.3627
H 1.2057 1.3763 -1.7994
H -1.4319 -0.3240 -2.0089
H -1.3946 1.4045 -2.3959
H -0.1064 1.7166 -0.0916
H -1.8763 1.6551 -0.1206
H 0.1742 -0.3873 0.8900
H -1.2634 -1.0344 -0.0033
H -1.4926 0.9046 2.3272
H -2.8228 -0.0071 1.4545
H -2.3587 -1.4674 3.4674
H -1.3023 -2.1170 2.1289
H -0.1778 0.0965 3.8086
H 0.6896 -1.2040 2.9487
H -0.2438 -1.1458 5.7174
H -1.1564 -2.4578 4.8787
H 1.5324 -4.5194 4.2940
H 1.1594 -3.4123 2.9648
H -0.1819 -4.1490 3.8680
H 4.4833 -3.6907 -4.2270
H 2.9641 -2.8774 -4.5233
H 4.9864 -5.3636 -1.0620
H 4.3842 -5.1560 -2.6655
H 2.4635 -5.7076 0.4535
H 1.7919 -4.0883 0.5391
H 4.5299 -3.4702 0.7326
H 3.4445 -3.8347 2.0646
H 4.4595 -5.8207 2.6174
H 4.6210 -6.2930 0.9101
H 6.7515 -5.6317 2.4820
H 6.3233 -3.9496 1.8940
H 8.1135 -3.5859 0.2656
H 8.6303 -4.8239 1.4537
H 8.8021 -5.1681 -0.2888
H 1.4277 -6.1255 -1.3085
H 2.5652 -6.1399 -2.6557
H -0.6985 -3.7926 -2.9204
H 0.1054 -3.8958 -1.3496
H -2.0075 -5.2187 -1.3628
H -0.6751 -6.3492 -1.2038
H -1.5057 -6.1848 -2.7894
C -3.1206 6.2749 5.9006
C -2.0457 5.3981 5.2678
C -2.6055 4.3903 4.2644
C -3.5760 3.3625 4.8501
C -3.0116 2.5187 5.9926
C -1.8246 1.6592 5.5707
H -3.8435 5.6854 6.4675
H -2.6695 6.9920 6.5894
H -3.6611 6.8376 5.1349
H -1.4839 4.8835 6.0526
H -1.3288 6.0416 4.7505
H -1.7705 3.8723 3.7838
H -3.1196 4.9340 3.4647
H -3.9015 2.6970 4.0436
H -4.4792 3.8715 5.2011
H -3.8042 1.8620 6.3628
H -2.7240 3.1544 6.8350
H -2.1050 0.9807 4.7622
H -1.4755 1.0562 6.4117
H -0.9843 2.2681 5.2316
C -7.2367 10.9281 2.9421
C -6.1637 10.0508 2.3058
C -6.7242 9.0471 1.2986
C -7.6967 8.0197 1.8823
C -7.1333 7.1734 3.0233
C -5.9471 6.3107 2.6037
H -7.9608 10.3382 3.5068
H -6.7850 11.6414 3.6341
H -7.7770 11.4953 2.1803
H -5.6035 9.5322 3.0890
H -5.4450 10.6945 1.7911
H -5.8902 8.5285 0.8171
H -7.2368 9.5938 0.5000
H -8.0236 7.3560 1.0751
H -8.5986 8.5296 2.2340
H -7.9272 6.5179 3.3926
H -6.8449 7.8082 3.8659
H -6.2266 5.6318 1.7952
H -5.6016 5.7085 3.4465
H -5.1056 6.9187 2.2662
C -2.4653 -0.9065 -4.9610
C -1.9379 -2.2812 -5.3577
C -0.5677 -2.2266 -6.0312
C -0.5287 -1.4523 -7.3502
C -1.4864 -1.9573 -8.4294
C -1.1908 -3.3867 -8.8738
H -2.6035 -0.2592 -5.8293
H -3.4337 -0.9976 -4.4628
H -1.7783 -0.4118 -4.2716
H -2.6647 -2.7786 -6.0080
H -1.8583 -2.8997 -4.4590
H -0.2142 -3.2488 -6.1948
H 0.1506 -1.7703 -5.3414
H 0.4940 -1.4867 -7.7376
H -0.7410 -0.3962 -7.1587
H -1.4065 -1.2986 -9.2996
H -2.5232 -1.8869 -8.0869
H -0.1750 -3.4694 -9.2659
H -1.8827 -3.6914 -9.6625
H -1.2987 -4.0950 -8.0506

[2]
166
Properties=species:S:1:pos:R:3 method="wB97M-V/def2-TZVPD" total_energy_ha=-4048.8796 molar_mass_g_mol=1131.639 e_homo_ev=-10.5 max_force_ev_per_a=9.067 orbital_gap_ev=8.1 spin_multiplicity=1 charge=+1
C 1.3744 -5.6692 0.8629
C 1.7112 -4.1756 0.2790
C 0.3038 -3.3891 -0.1720
I -1.3101 -3.7006 1.2374
C 0.7188 -1.8794 -0.5654
C 0.0365 -1.5035 -2.0419
C 1.2404 -1.3934 -3.1967
C 1.6223 -2.9799 -3.5603
O 0.6997 -3.7334 -4.1725
O 2.9706 -3.4547 -3.1455
N -0.6936 -0.1899 -2.0610
Cl 0.3097 1.1786 -2.2978
C -1.6254 -0.0387 -0.8387
O -2.5097 -1.2214 -0.9033
C -3.6462 -1.1488 0.0117
C -4.7998 -2.2366 -0.5224
N -4.6315 -3.6221 0.0582
C -4.5041 -4.6621 -1.0371
C -5.8570 -5.5493 -1.3051
C -6.9717 -4.7889 -2.2384
O -6.5239 -6.0485 -0.0885
O -2.3084 1.2496 -1.0629
C -3.1256 1.2818 -2.2716
C -2.8391 2.5212 -3.3037
C -2.1770 1.9299 -4.7210
C -2.0321 3.7981 -2.6831
C -1.0059 4.5307 -3.7831
C -3.1748 4.9752 -2.3540
C -0.7649 -0.1071 0.5563
C -0.5686 1.4560 1.1249
C -1.8838 1.9482 2.0356
C -1.9610 1.1590 3.4886
O -2.8910 0.1889 3.7045
O -1.0232 1.4052 4.5993
N 0.5916 -0.7910 0.4604
C 1.2109 -1.0927 1.8202
C 2.8327 -0.7015 1.7071
O 3.5506 -1.6296 2.5949
H 0.5008 -6.1036 0.1749
H 1.0384 -5.7033 1.9837
H 2.3081 -6.3724 0.6361
H 2.2924 -4.3444 -0.7472
H 2.4080 -3.5187 0.9491
H -0.0075 -3.9509 -1.1794
H 1.8880 -1.9222 -0.8207
H -0.6983 -2.3219 -2.4378
H 2.2111 -0.8754 -2.7974
H 0.8010 -0.8979 -4.1794
H 3.4834 -3.5013 -4.0281
H -4.2014 -0.1227 0.0689
H -3.4037 -1.4587 1.1322
H -5.8319 -1.8206 -0.0898
H -4.8348 -2.1843 -1.6907
H -5.3624 -3.8655 0.7624
H -4.1428 -4.2153 -2.0784
H -3.6415 -5.4183 -0.7151
H -5.5075 -6.5186 -1.9077
H -7.8592 -5.5479 -2.4173
H -6.5208 -4.5258 -3.2909
H -7.3843 -3.8246 -1.6882
H -5.8877 -6.0787 0.6854
H -3.1315 0.3008 -2.9170
H -4.2545 1.4159 -1.9035
H -3.9085 2.9331 -3.6391
H -1.0082 1.9002 -4.7050
H -2.5685 0.8324 -4.9597
H -2.5228 2.5889 -5.6538
H -1.3670 3.5773 -1.7471
H -0.0731 3.8117 -3.9744
H -1.5128 4.7243 -4.8207
H -0.5649 5.5424 -3.3285
H -2.5812 6.0110 -2.3812
H -3.9732 5.0725 -3.2353
H -3.6630 4.8072 -1.3039
H -1.3296 -0.6527 1.4518
H 0.3431 1.5361 1.8920
H -0.3018 2.2192 0.2682
H -1.7584 3.1084 2.2849
H -2.8961 1.8199 1.4162
H -1.2478 0.7744 5.3588
H 1.2263 -0.0128 0.0936
H 0.7343 -0.4474 2.7032
H 1.1745 -2.1976 2.1644
H 3.2482 -0.9090 0.6084
H 3.0477 0.4235 1.9489
H 3.6329 -1.2002 3.5000
C -4.5462 2.6807 5.3248
O -4.7090 4.0876 5.4821
C -5.1959 4.4319 6.7833
C -4.0576 4.9023 7.6955
O -3.1356 3.8423 7.9695
C -1.9689 3.9136 7.1559
H -3.9117 2.5062 4.4528
H -4.0762 2.2162 6.1944
H -5.5195 2.2162 5.1447
H -5.7428 3.5969 7.2320
H -5.9002 5.2620 6.6503
H -4.4820 5.2117 8.6574
H -3.5359 5.7668 7.2677
H -1.2922 4.6740 7.5533
H -2.2070 4.1432 6.1144
H -1.4666 2.9437 7.1932
C -2.1423 10.7135 1.2013
O -3.3979 10.9376 0.5659
C -3.3656 10.6026 -0.8253
C -3.9782 9.2205 -1.0778
O -3.1923 8.1837 -0.4811
C -3.7272 7.7451 0.7637
H -2.3042 10.7003 2.2815
H -1.6901 9.7640 0.9066
H -1.4585 11.5326 0.9626
H -2.3468 10.6616 -1.2204
H -3.9724 11.3522 -1.3474
H -3.9880 9.0314 -2.1573
H -5.0143 9.1731 -0.7216
H -4.5698 7.0731 0.5831
H -4.0522 8.5803 1.3890
H -2.9475 7.1940 1.2955
C 5.8489 -5.2373 1.8399
O 5.2930 -4.5665 0.7122
C 5.4683 -3.1480 0.7882
C 6.6512 -2.6880 -0.0712
O 7.8918 -3.1909 0.4354
C 8.3441 -4.3381 -0.2770
H 5.9491 -6.2963 1.5915
H 6.8335 -4.8498 2.1110
H 5.1723 -5.1431 2.6936
H 5.5831 -2.8210 1.8263
H 4.5529 -2.6923 0.3917
H 6.7110 -1.5944 -0.0317
H 6.5171 -2.9769 -1.1205
H 8.7969 -4.0268 -1.2215
H 7.5348 -5.0454 -0.4742
H 9.1046 -4.8381 0.3280
C 1.1105 -4.9726 -6.6356
O 0.9955 -5.9062 -7.7060
C -0.2734 -5.8199 -8.3627
C -0.1733 -5.0092 -9.6597
O 0.1439 -3.6387 -9.3960
C 1.5260 -3.3544 -9.5893
H 2.1676 -4.8798 -6.3763
H 0.7306 -3.9840 -6.9028
H 0.5701 -5.3470 -5.7620
H -1.0344 -5.4047 -7.6947
H -0.5714 -6.8446 -8.6156
H -1.1494 -5.0200 -10.1580
H 0.5577 -5.4491 -10.3487
H 1.7317 -3.2500 -10.6574
H 2.1687 -4.1304 -9.1664
H 1.7521 -2.4064 -9.0947
C 6.9222 0.0907 3.5307
O 6.5550 -0.8103 4.5718
C 7.6917 -1.4658 5.1435
C 8.1107 -0.8029 6.4605
O 8.5847 0.5305 6.2466
C 7.5948 1.5120 6.5379
H 6.0784 0.7591 3.3448
H 7.7932 0.6958 3.7918
H 7.1291 -0.4704 2.6154
H 8.5248 -1.4979 4.4346
H 7.3906 -2.4990 5.3549
H 8.9425 -1.3713 6.8919
H 7.2900 -0.8089 7.1879
H 7.5282 1.6542 7.6193
H 6.6137 1.2364 6.1434
H 7.9030 2.4548 6.0790